DFT (ωB97M-V/def2-TZVPD) results for a structure of composition C29H49Cl3CuN3O3Si at a distorted geometry.

Calculated values
* total charge: -1
* spin multiplicity: 2
* orbital gap (alpha / beta): 0.2505 / 0.2494 Eh
* LUMO (alpha / beta): 2.37 / 2.37 eV

Geometry as XYZ:
```
89
C29H49Cl3CuN3O3Si, DFT ωB97M-V/def2-TZVPD
C -1.568 -2.332 -4.569
C -0.781 -2.835 -3.391
H -1.014 -1.576 -5.125
H -2.533 -1.861 -4.282
H -1.831 -3.172 -5.258
C -0.544 -4.150 -3.218
C -1.027 -5.192 -4.179
H -0.202 -4.547 -2.254
H -0.639 -5.126 -5.204
H -2.120 -5.234 -4.213
H -0.670 -6.160 -3.812
Cu -0.301 2.242 1.511
Cl -2.674 1.936 1.053
Cl 1.314 3.521 0.474
H 0.451 5.647 4.084
H -1.520 7.393 1.324
C 0.740 5.886 3.053
C -0.619 6.786 1.133
N -0.422 5.781 2.163
H 1.551 5.211 2.717
C -1.072 4.620 2.083
O -0.724 3.616 2.784
H -0.734 6.282 0.160
H -1.894 4.520 1.360
H 1.095 6.922 3.025
H 0.239 7.461 1.124
H 3.068 -0.761 -4.022
H 2.224 -3.041 -3.214
C 3.687 -0.586 -3.135
C 3.302 -2.994 -2.928
N 3.586 -1.732 -2.264
H 3.356 0.296 -2.616
C 3.899 -1.691 -0.932
O 4.007 -0.661 -0.272
H 3.557 -3.842 -2.274
H 4.067 -2.728 -0.515
H 4.724 -0.420 -3.461
H 3.888 -3.067 -3.862
O 0.466 -0.817 -2.559
C -0.551 -1.756 -2.291
C 0.802 -3.225 -0.733
C -0.259 -2.368 -0.948
H 1.595 -3.251 -1.487
C 0.850 -4.059 0.374
H -1.574 -1.326 -2.235
C -1.101 -2.102 0.129
H 1.639 -4.819 0.455
C -0.079 -3.885 1.413
C -1.034 -2.853 1.294
H -1.752 -1.246 0.055
H -0.012 -4.498 2.314
H -1.738 -2.645 2.112
Si 0.116 0.990 -2.540
Cl -0.072 0.713 -0.062
C 1.835 1.847 -2.524
C -0.980 2.642 -2.307
C -0.525 0.429 -4.189
H 2.340 1.675 -1.549
H 1.742 2.939 -2.649
H 2.462 1.490 -3.357
H 0.085 -0.420 -4.547
H -0.576 1.143 -5.008
H -1.549 0.092 -3.962
H -1.988 2.452 -1.923
H -1.117 3.260 -3.220
H -0.484 3.286 -1.570
C -2.930 -0.588 3.897
N -2.589 0.862 3.869
C -3.621 1.709 4.558
C -1.210 1.097 4.495
C -0.146 0.279 3.844
C 0.284 -0.935 4.477
C 1.268 -1.717 3.879
C 1.939 -1.232 2.750
C 1.578 0.016 2.190
C 0.477 0.702 2.686
H -2.901 -0.960 4.936
H -2.232 -1.130 3.242
H -3.940 -0.667 3.495
H -2.522 1.199 2.833
H -3.548 1.561 5.645
H -3.474 2.765 4.290
H -4.607 1.388 4.221
H -0.992 2.163 4.363
H -1.292 0.854 5.567
H -0.260 -1.283 5.371
H 1.428 -2.734 4.264
H 2.701 -1.812 2.240
H 2.184 0.359 1.352
```

Results of the Mulliken charge analysis, in e, for atoms 1 through 8:
1. C -1.7300
2. C 0.4446
3. H 0.3115
4. H 0.3093
5. H 0.4762
6. C 0.4938
7. C -1.8764
8. H 0.3181